# 1
{
  "formula": "C31H45InN7OS3Si4Te",
  "method": "ωB97M-V with the def2-TZVPD basis set",
  "charge": -1,
  "orbital_gap_ev": 6.86,
  "de_lowest_kj_mol": 47.7,
  "spin_multiplicity": 1,
  "energy_ev": -121846.71189,
  "species": ["In", "C", "C", "N", "N", "C", "N", "S", "C", "C", "C", "C", "C", "N", "H", "H", "H", "H", "H", "H", "H", "H", "H", "O", "C", "C", "C", "C", "C", "C", "N", "H", "H", "H", "H", "H", "H", "H", "S", "C", "C", "C", "C", "N", "C", "C", "C", "S", "C", "N", "H", "H", "C", "Si", "C", "C", "Si", "Te", "Si", "C", "C", "C", "Si", "C", "C", "C", "H", "H", "H", "H", "H", "H", "H", "H", "H", "H", "H", "H", "H", "H", "H", "H", "H", "H", "H", "H", "H", "H", "H", "H", "H", "H", "H"],
  "positions_angstrom": [[0.4664, -0.2261, 2.8063], [5.9487, -0.3879, 1.0496], [4.5570, -0.9390, 1.2255], [3.6948, -0.4711, 2.0387], [4.0335, 0.6715, 2.7096], [3.3332, 0.9130, 3.7652], [3.5652, 2.1095, 4.3868], [2.2092, -0.1505, 4.6030], [4.1279, -2.0710, 0.3608], [5.0344, -2.6652, -0.5217], [4.6139, -3.6827, -1.3585], [3.2953, -4.0970, -1.3018], [2.4638, -3.4610, -0.3910], [2.8552, -2.4867, 0.4179], [6.0142, 0.5642, 1.5653], [6.6923, -1.0660, 1.4771], [6.1845, -0.2417, -0.0052], [3.9981, 2.8290, 3.8309], [2.8796, 2.3868, 5.0677], [6.0593, -2.3305, -0.5538], [5.3085, -4.1388, -2.0529], [2.9145, -4.8770, -1.9462], [1.4201, -3.7472, -0.3147], [1.5369, -2.5736, 2.6998], [0.7573, -3.7328, 2.5408], [-0.4241, -3.5441, 1.6179], [-1.4238, -4.5050, 1.5187], [-2.5271, -4.2326, 0.7308], [-2.5927, -3.0195, 0.0587], [-1.5292, -2.1449, 0.1951], [-0.4674, -2.4018, 0.9509], [2.0543, -2.4116, 1.8833], [0.3847, -4.0032, 3.5299], [1.3723, -4.5641, 2.1777], [-1.3493, -5.4283, 2.0799], [-3.3376, -4.9468, 0.6566], [-3.4488, -2.7538, -0.5462], [-1.5195, -1.1875, -0.3106], [-1.0783, 1.7578, 3.4999], [-2.5818, 0.9043, 3.3015], [-3.7376, 1.6246, 2.9777], [-4.9510, 1.0036, 2.7336], [-6.0820, 1.7943, 2.3322], [-6.9722, 2.4374, 1.9915], [-5.0404, -0.3931, 2.8227], [-3.9160, -1.1155, 3.1929], [-2.6923, -0.4997, 3.4549], [-1.3599, -1.4921, 4.0013], [-6.2629, -1.0862, 2.5285], [-7.2272, -1.6650, 2.2883], [-3.6732, 2.7015, 2.9053], [-3.9843, -2.1919, 3.2805], [-0.4330, 0.7048, -4.7117], [-0.0544, -0.1417, -3.0667], [-1.2202, -1.6156, -2.9689], [1.6846, -0.8403, -3.1907], [-0.1704, 1.4281, -1.3175], [1.4912, 0.7071, 0.4334], [1.0150, 3.3248, -2.0525], [0.2839, 4.2576, -3.5208], [2.7489, 2.8120, -2.5752], [1.1753, 4.5597, -0.6489], [-2.3709, 2.0891, -0.8271], [-2.4272, 3.4306, 0.4701], [-3.5423, 0.6957, -0.3669], [-3.0543, 2.7984, -2.4367], [-0.4794, -0.0284, -5.5208], [0.3386, 1.4355, -4.9608], [-1.3878, 1.2342, -4.6811], [-1.2116, -2.1558, -3.9190], [-2.2497, -1.3107, -2.7663], [-0.9215, -2.3085, -2.1809], [1.7399, -1.6287, -3.9461], [1.9958, -1.2576, -2.2286], [2.4057, -0.0638, -3.4501], [0.0688, 3.5928, -4.3579], [0.9895, 5.0182, -3.8650], [-0.6470, 4.7599, -3.2538], [2.7241, 2.2361, -3.5031], [3.2163, 2.1877, -1.8112], [3.3817, 3.6884, -2.7364], [0.2074, 4.9987, -0.3984], [1.8593, 5.3698, -0.9148], [1.5541, 4.0673, 0.2483], [-1.8479, 3.1518, 1.3535], [-3.4594, 3.6191, 0.7772], [-2.0117, 4.3618, 0.0787], [-3.2809, 0.2346, 0.5887], [-3.5422, -0.0862, -1.1302], [-4.5613, 1.0830, -0.2810], [-2.4043, 3.5699, -2.8488], [-4.0409, 3.2383, -2.2701], [-3.1586, 2.0178, -3.1943]],
  "mulliken_charge": [0.618, -1.825, 0.234, 1.018, -1.043, 0.236, -0.468, -0.450, 0.684, -0.881, -0.605, -0.880, -0.209, 0.225, 0.384, 0.347, 0.391, 0.245, 0.260, 0.417, 0.399, 0.460, 0.292, -0.268, -1.334, 1.081, -1.266, -0.899, -0.488, -1.012, 1.389, 0.232, 0.540, 0.380, 0.493, 0.395, 0.524, 0.153, -0.300, 0.529, -0.988, 0.397, -0.206, -0.616, 0.833, -1.174, 0.723, -0.442, -0.261, -0.599, 0.662, 0.506, -1.126, 0.574, -0.916, -0.594, 0.345, -0.507, 0.464, -1.163, -0.921, -1.023, 0.107, -0.798, -0.161, -1.119, 0.415, 0.228, 0.279, 0.576, 0.266, 0.041, 0.402, -0.220, 0.223, 0.299, 0.388, 0.332, 0.220, 0.209, 0.386, 0.282, 0.386, 0.175, 0.135, 0.384, 0.473, -0.589, 0.396, 0.528, 0.160, 0.402, 0.229]
}



# 2
{
  "formula": "C4H7LiLuO2",
  "method": "ωB97M-V with the def2-TZVPD basis set",
  "charge": 2,
  "s_squared": 0.7565,
  "orbital_gap_ev": [7.39, 8.92],
  "de_lowest_kj_mol": 0.0,
  "spin_multiplicity": 2,
  "energy_ev": -42162.97912,
  "species": ["H", "C", "C", "C", "C", "O", "O", "Li", "Lu", "H", "H", "H", "H", "H", "H"],
  "positions_angstrom": [[2.5724, -2.2701, -2.0965], [0.3720, -0.2958, 0.9737], [0.3059, 1.1942, 0.8492], [-1.1317, 0.9857, 0.5823], [-1.6351, 0.3630, -0.6778], [-0.5507, 0.0802, -1.4611], [1.1697, -1.0133, 0.2745], [2.6859, -2.1092, 0.0224], [1.0125, -1.1369, -1.9486], [0.0675, -0.7314, 1.9365], [0.5154, 1.7158, 1.7888], [0.9048, 1.5599, 0.0064], [-1.8423, 1.0791, 1.4057], [-2.2389, 1.1423, -1.1943], [-2.2074, -0.5635, -0.4611]],
  "lowdin_spin": [0.000, 0.291, 0.095, 0.305, 0.072, -0.001, 0.132, 0.001, 0.016, 0.013, 0.014, 0.008, 0.009, 0.026, 0.019]
}



# 3
{
  "formula": "C18H22BrNO6S",
  "method": "ωB97M-V with the def2-TZVPD basis set",
  "charge": -2,
  "orbital_gap_ev": 3.42,
  "spin_multiplicity": 1,
  "energy_ev": -113659.72141,
  "species": ["C", "O", "C", "C", "C", "C", "C", "C", "C", "C", "C", "C", "Br", "C", "C", "C", "C", "S", "C", "O", "N", "C", "O", "H", "H", "H", "H", "H", "H", "H", "H", "H", "H", "H", "H", "H", "H", "H", "H", "H", "H", "H", "H", "H", "H", "C", "O", "O", "O"],
  "positions_angstrom": [[3.1699, -1.0123, 2.7741], [4.0089, -1.7469, 1.8128], [4.5288, -0.8236, 0.7501], [4.1560, -1.3978, -0.7759], [2.5788, -1.9201, -0.6712], [1.8057, -1.9744, -2.1185], [0.2885, -1.3393, -2.1008], [-0.8962, -2.4668, -1.7755], [-2.4052, -1.7729, -1.8562], [-3.1726, -1.7567, -0.3703], [-3.1628, -0.2093, 0.1802], [-4.3880, 0.8962, -0.0915], [-6.0303, 0.2917, -1.1171], [-4.2928, 2.4735, 0.4566], [-2.9277, 2.8606, 1.2777], [-1.6977, 1.8376, 1.6359], [-1.8453, 0.3052, 1.0727], [-0.4825, -0.9252, 1.4431], [-0.5356, 2.5955, 2.5092], [0.4317, 2.1089, 3.3112], [-0.8818, 4.0698, 2.2125], [-2.3909, 4.2564, 1.9494], [-3.0106, 5.3958, 2.2680], [2.4890, -1.7726, 3.3925], [2.4074, -0.2678, 2.2572], [3.8053, -0.4210, 3.5855], [4.0375, 0.2534, 0.9007], [5.6814, -0.7113, 0.9265], [4.2616, -0.4799, -1.5101], [4.9110, -2.2703, -1.0203], [2.0596, -1.1769, 0.0919], [2.6053, -3.0032, -0.2266], [1.7165, -3.0888, -2.5178], [2.4838, -1.3795, -2.8848], [0.1770, -0.4206, -1.3538], [0.0407, -0.9422, -3.1952], [-0.7726, -3.2845, -2.6361], [-0.7679, -2.9784, -0.7246], [-2.2508, -0.6457, -2.2133], [-3.0898, -2.2697, -2.6742], [-2.6215, -2.5279, 0.3435], [-4.2891, -2.1696, -0.4579], [-5.1206, 3.2809, 0.2774], [-0.4982, -1.3052, 2.7980], [-0.5320, 4.1487, 1.2104], [0.1105, 3.3739, -1.8036], [0.2546, 2.2334, -2.2162], [0.2974, 4.4006, -2.4667], [-0.2444, 3.6780, -0.6589]],
  "mulliken_charge": [-0.292, -0.350, -0.550, -0.588, 0.166, -0.640, -0.323, -0.467, -0.471, -0.722, 0.107, -0.189, -0.287, -0.361, 0.034, 0.229, 0.194, -0.084, 0.290, -0.610, -0.651, 0.344, -0.612, 0.143, 0.092, 0.227, 0.318, 0.300, 0.347, 0.247, -0.262, 0.180, 0.236, 0.323, 0.090, 0.273, 0.292, 0.169, 0.389, 0.337, 0.323, 0.311, 0.311, 0.116, 0.596, 0.583, -0.704, -0.757, -0.645]
}



# 4
{
  "formula": "C41H40N4O3PS4Tm",
  "method": "ωB97M-V with the def2-TZVPD basis set",
  "s_squared": 2.0023,
  "orbital_gap_ev": [6.93, 6.92],
  "spin_multiplicity": 3,
  "energy_ev": -137430.22684,
  "species": ["Tm", "C", "C", "S", "C", "C", "S", "C", "C", "S", "H", "H", "H", "H", "H", "H", "H", "H", "H", "H", "H", "H", "C", "O", "C", "C", "C", "C", "C", "C", "N", "N", "C", "C", "C", "C", "O", "C", "N", "C", "C", "C", "C", "H", "H", "H", "H", "H", "H", "H", "H", "H", "H", "H", "H", "O", "N", "C", "C", "C", "C", "C", "C", "C", "P", "C", "C", "C", "C", "C", "C", "C", "C", "C", "C", "C", "C", "H", "H", "H", "H", "H", "H", "H", "H", "H", "H", "H", "H", "H", "H", "H", "H", "S"],
  "positions_angstrom": [[2.7570, -0.8811, -0.2290], [5.9418, -2.1033, 1.8903], [5.5519, -3.5026, 1.4170], [4.2497, -3.5555, 0.1420], [3.1675, -4.8158, 0.8578], [2.5593, -4.4844, 2.2215], [1.7265, -2.8763, 2.2333], [2.3874, -2.0714, 3.7061], [3.8919, -1.8526, 3.7410], [4.5762, -0.9964, 2.2917], [6.5871, -2.1799, 2.7675], [6.4833, -1.5675, 1.1171], [6.4341, -3.9866, 0.9978], [5.2137, -4.1139, 2.2528], [2.3845, -4.9395, 0.1072], [3.7160, -5.7562, 0.9204], [1.8218, -5.2453, 2.4761], [3.3157, -4.4885, 3.0069], [1.8617, -1.1153, 3.7162], [2.0801, -2.6343, 4.5877], [4.1379, -1.2521, 4.6168], [4.4216, -2.8001, 3.8361], [-10.6194, 0.7395, 2.0339], [-9.7570, 1.4767, 2.8838], [-8.4203, 1.3235, 2.7101], [-7.6095, 1.9679, 3.6368], [-6.2362, 1.8721, 3.5345], [-5.6446, 1.1241, 2.5225], [-6.4588, 0.4973, 1.5875], [-7.8410, 0.5935, 1.6725], [-4.2167, 1.0915, 2.5225], [-3.7132, 0.2590, 1.7757], [-2.2992, 0.2905, 1.7077], [-1.5062, 1.2196, 2.3466], [-0.1161, 1.2155, 2.2219], [0.5370, 0.2817, 1.4325], [1.8401, 0.2428, 1.3052], [-0.2775, -0.6727, 0.7293], [0.3723, -1.5403, -0.1049], [-0.3213, -2.4146, -0.7832], [-1.7185, -2.5344, -0.6590], [-2.3884, -1.6823, 0.1675], [-1.6749, -0.6892, 0.8847], [-11.6257, 0.9051, 2.4056], [-10.3931, -0.3283, 2.0679], [-10.5564, 1.0888, 1.0008], [-8.0785, 2.5408, 4.4272], [-5.5937, 2.3718, 4.2502], [-5.9981, -0.0607, 0.7830], [-8.4519, 0.1105, 0.9227], [-1.9945, 1.9686, 2.9568], [0.4898, 1.9604, 2.7243], [0.2380, -3.0483, -1.4635], [-2.2413, -3.2858, -1.2350], [-3.4643, -1.7273, 0.2744], [5.2881, -0.9938, -0.7561], [4.3608, -0.0590, -1.4321], [4.0089, -0.6454, -2.7141], [3.6209, 0.4721, -3.6518], [4.3691, 0.7168, -4.7976], [4.0509, 1.7730, -5.6405], [2.9837, 2.6074, -5.3371], [2.2315, 2.3668, -4.1970], [2.5352, 1.2986, -3.3586], [1.5127, 0.9557, -1.8785], [1.3969, 2.6550, -1.1628], [0.3779, 3.5808, -1.3786], [0.3935, 4.8160, -0.7395], [1.4344, 5.1469, 0.1143], [2.4725, 4.2460, 0.3143], [2.4498, 3.0109, -0.3147], [-0.1381, 0.6316, -2.5918], [-1.2963, 0.8622, -1.8455], [-2.5430, 0.5012, -2.3407], [-2.6458, -0.1110, -3.5820], [-1.4982, -0.3630, -4.3230], [-0.2511, 0.0003, -3.8306], [5.9977, -1.1303, -1.3933], [4.8432, -1.2041, -3.1389], [5.2062, 0.0687, -5.0315], [4.6389, 1.9466, -6.5332], [2.7403, 3.4416, -5.9840], [1.3950, 3.0149, -3.9571], [-0.4312, 3.3496, -2.0585], [-0.4114, 5.5206, -0.9128], [1.4412, 6.1065, 0.6172], [3.2980, 4.5046, 0.9663], [3.2658, 2.3168, -0.1620], [-1.2283, 1.3218, -0.8658], [-3.4307, 0.6894, -1.7468], [-3.6171, -0.3972, -3.9685], [-1.5718, -0.8496, -5.2886], [0.6429, -0.2122, -4.4044], [2.5791, -1.8954, -2.6107]],
  "lowdin_spin": [2.008, 0.000, 0.000, -0.001, 0.000, 0.000, 0.000, 0.000, 0.000, 0.000, 0.000, 0.000, 0.000, 0.000, 0.000, 0.000, 0.000, 0.000, 0.000, 0.000, 0.000, 0.000, 0.000, 0.000, 0.000, 0.000, 0.000, 0.000, 0.000, 0.000, 0.000, 0.000, 0.000, 0.000, 0.000, 0.001, -0.001, 0.000, -0.001, 0.000, 0.000, 0.000, 0.000, 0.000, 0.000, 0.000, 0.000, 0.000, 0.000, 0.000, 0.000, 0.000, 0.000, 0.000, 0.000, 0.000, -0.001, 0.001, 0.000, 0.000, 0.000, 0.000, 0.000, 0.000, -0.002, 0.000, 0.000, 0.000, 0.000, 0.000, 0.000, 0.000, 0.000, 0.000, 0.000, 0.000, 0.000, 0.000, 0.000, 0.000, 0.000, 0.000, 0.000, 0.000, 0.000, 0.000, 0.000, 0.000, 0.000, 0.000, 0.000, 0.000, 0.000, -0.002]
}



# 5
{
  "formula": "C14H18N2O5",
  "method": "ωB97M-V with the def2-TZVPD basis set",
  "orbital_gap_ev": 8.72,
  "de_lowest_kj_mol": 865.5,
  "spin_multiplicity": 1,
  "energy_ev": -28020.88669,
  "species": ["C", "C", "C", "C", "C", "C", "C", "C", "C", "C", "C", "C", "C", "C", "H", "H", "H", "H", "H", "H", "H", "H", "H", "H", "H", "H", "H", "H", "H", "H", "H", "H", "N", "N", "O", "O", "O", "O", "O"],
  "positions_angstrom": [[-0.1194, 2.8699, -0.4465], [-0.8518, 1.7366, -1.1348], [0.0006, 2.7965, 1.0606], [0.8431, 1.7194, 1.6833], [2.1599, 1.4383, 1.4260], [0.1757, 0.8278, 2.4484], [2.7051, -0.1074, 1.1340], [0.7705, -0.5683, 2.3667], [1.9849, -1.2155, 1.7886], [-0.9200, -0.6004, -1.7569], [-1.9978, -0.7679, -0.5590], [0.0185, -1.8289, -2.1058], [0.6135, -2.5136, -0.8753], [-0.0782, -3.7267, -0.1730], [-1.5770, 3.9278, -0.3676], [-0.6230, 4.2993, -1.6783], [0.8325, 2.6843, -0.8775], [0.5140, 3.7293, 1.4801], [-0.9729, 2.7525, 1.4572], [2.7316, 2.1495, 0.7551], [-0.9070, 0.8574, 2.7751], [3.6665, -0.3392, 0.6524], [-0.2510, -1.4338, 2.3591], [2.1406, -2.3926, 1.7370], [0.7835, 0.1907, -0.9236], [-1.3939, -0.3666, -2.6133], [0.8643, -1.5390, -2.8060], [-0.4232, -2.7414, -2.7243], [0.7081, -1.8317, 0.1723], [1.5479, -2.9259, -1.1720], [-0.6874, -2.4051, 0.8158], [-3.7689, -1.3102, -0.2942], [-0.7073, 4.1123, -0.6901], [-0.0508, 0.5317, -1.3527], [-2.0084, 1.9515, -1.4749], [-2.0350, -0.1903, 0.6526], [0.0314, -4.8634, -0.6681], [-0.7179, -3.3671, 0.9174], [-3.0015, -1.5398, -0.9879]],
  "mulliken_charge": [-0.308, 0.365, -1.226, 0.565, -0.643, -0.332, -0.458, -0.215, -0.091, -0.031, 0.411, -1.126, 0.465, 0.497, 0.311, 0.313, 0.628, 0.344, 0.457, 0.326, 0.365, 0.384, 0.161, 0.376, 0.238, 0.629, 0.462, 0.340, -1.009, 0.594, 0.147, 0.473, -0.597, -0.121, -0.651, -0.558, -0.615, -0.397, -0.474]
}